Entry from the Open Molecules 2025 dataset: a molecular structure, C2H6O2Sn at a distorted geometry (wB97M-V/def2-TZVPD).

## Properties
- Energy relative to the best compared isomer or geometry (same formula, charge and spin): 93.2 kcal per mole
- HOMO: -16.264 eV
- Molecular weight: 180.8 g mol⁻¹
- Charge: +2

Each line ends with the Löwdin charge.
Cartesian coordinates (Å):
Sn: 3.135988 3.466069 1.834960  1.7192
C: 0.169978 -0.639411 -0.706480  -0.2295
C: -0.975362 -0.514251 0.359440  -0.1688
O: -1.341592 0.851509 0.594030  -0.0355
O: 1.342308 -0.150781 -0.213110  -0.0337
H: -0.065262 -0.157571 -1.655480  0.1315
H: 0.351868 -1.683771 -0.960120  0.1453
H: -0.613142 -0.933101 1.298300  0.1259
H: -1.881532 -1.056091 0.088580  0.1340
H: -2.186922 1.074509 0.197440  0.1029
H: 2.063668 -0.257111 -0.837560  0.1087

Force components x, y, z for each atom (eV/Å):
-0.3 -0.3 -0.1
-2.0 -0.3 -0.5
0.0 0.4 -0.5
1.0 -0.2 0.1
2.0 1.2 1.6
-0.4 0.2 0.0
-0.5 -0.6 0.2
0.1 0.1 0.1
0.3 -0.3 -0.3
-0.2 -0.2 -0.2
-0.1 -0.1 -0.3